[1]
A cluster of 3 separate species, C49H54ClN2O6S in total, computed with ωB97M-V/def2-TZVPD.

Last column: Löwdin charge in e.
Positions of all 113 atoms, in Å:
C  3.50  0.69  1.91  -0.101
C  3.45  0.95  0.40  -0.245
C  3.37  -0.32  -0.45  -0.208
C  1.95  -0.76  -0.80  -0.211
C  1.04  -0.99  0.40  -0.199
C  -0.40  -1.21  -0.09  -0.198
C  -1.09  0.11  -0.49  -0.141
C  -1.79  0.09  -1.89  -0.056
C  -3.25  -0.06  -1.70  -0.169
N  -3.91  -1.22  -1.62  0.065
C  -3.32  -2.55  -1.77  -0.052
C  -3.30  -3.00  -3.24  -0.123
O  -2.13  -2.58  -3.94  -0.024
C  -0.98  -3.17  -3.55  -0.361
O  -0.89  -4.29  -3.19  0.128
C  -5.26  -0.95  -1.36  -0.145
C  -6.25  -2.06  -1.15  -0.013
C  -5.41  0.41  -1.31  -0.165
C  -6.59  1.29  -1.03  -0.411
S  -8.20  0.58  -1.47  0.912
C  -9.24  0.90  0.00  -0.514
C  -10.70  0.89  -0.46  -0.162
N  -4.12  0.95  -1.55  0.021
C  -3.74  2.34  -1.58  -0.579
Cl  -3.88  2.96  0.10  0.716
C  -4.57  3.21  -2.54  -0.250
C  -3.68  4.14  -3.38  -0.067
H  3.12  1.56  2.44  0.039
H  4.52  0.48  2.23  0.075
H  2.90  -0.16  2.20  0.059
H  2.63  1.62  0.13  0.102
H  4.37  1.45  0.13  0.102
H  3.88  -0.12  -1.40  0.099
H  3.88  -1.16  0.03  0.117
H  1.93  -1.68  -1.38  0.098
H  1.50  0.04  -1.41  0.109
H  1.03  -0.14  1.08  0.102
H  1.35  -1.89  0.92  0.122
H  -0.33  -1.87  -0.96  0.081
H  -1.00  -1.75  0.64  0.113
H  -0.38  0.93  -0.45  0.110
H  -1.84  0.31  0.27  0.109
H  -1.55  0.98  -2.45  0.121
H  -1.39  -0.75  -2.44  0.091
H  -2.33  -2.57  -1.35  0.113
H  -3.91  -3.26  -1.21  0.123
H  -4.12  -2.50  -3.74  0.138
H  -3.49  -4.06  -3.34  0.135
H  -0.13  -2.49  -3.58  0.145
H  -6.94  -2.11  -1.98  0.083
H  -5.78  -3.01  -0.95  0.074
H  -6.84  -1.81  -0.28  0.083
H  -6.57  1.54  0.02  0.088
H  -6.52  2.23  -1.56  0.044
H  -8.97  1.86  0.43  0.074
H  -9.07  0.12  0.73  0.069
H  -11.27  1.52  0.20  0.076
H  -11.07  -0.13  -0.45  0.073
H  -10.78  1.23  -1.49  0.055
H  -2.70  2.46  -1.85  0.090
H  -5.21  3.84  -1.93  0.088
H  -5.23  2.61  -3.16  0.117
H  -2.81  4.42  -2.81  0.079
H  -4.25  5.02  -3.65  0.081
H  -3.39  3.64  -4.30  0.081
C  3.66  -5.69  -2.94  -0.051
C  3.08  -4.46  -3.21  -0.059
C  3.87  -3.34  -3.38  -0.014
C  5.25  -3.44  -3.27  -0.082
C  5.83  -4.67  -2.98  -0.078
C  5.04  -5.80  -2.82  0.004
C  7.31  -4.80  -2.81  -0.276
O  7.82  -5.87  -2.56  0.114
C  8.14  -3.57  -2.95  -0.082
C  9.51  -3.65  -2.75  0.001
C  10.30  -2.52  -2.89  -0.051
C  9.72  -1.30  -3.24  -0.053
C  8.35  -1.21  -3.44  -0.002
C  7.56  -2.34  -3.29  -0.085
C  6.09  -2.22  -3.48  -0.277
O  5.58  -1.16  -3.79  0.095
H  3.04  -6.57  -2.81  0.110
H  2.00  -4.38  -3.29  0.089
H  3.43  -2.38  -3.60  0.112
H  5.50  -6.75  -2.60  0.123
H  9.96  -4.60  -2.48  0.122
H  11.37  -2.58  -2.73  0.110
H  10.34  -0.42  -3.36  0.109
H  7.90  -0.27  -3.71  0.120
C  4.13  3.25  7.47  -0.050
C  3.43  3.62  8.61  -0.048
C  2.05  3.76  8.57  0.003
C  1.37  3.55  7.38  -0.081
C  2.08  3.20  6.22  -0.082
C  3.46  3.05  6.28  0.001
C  1.38  3.01  4.93  -0.262
O  1.99  2.70  3.92  0.085
C  -0.09  3.22  4.89  -0.079
C  -0.76  3.10  3.68  -0.006
C  -2.13  3.27  3.62  -0.067
C  -2.85  3.56  4.78  -0.054
C  -2.19  3.69  5.99  0.003
C  -0.81  3.53  6.05  -0.076
C  -0.11  3.70  7.35  -0.275
O  -0.73  3.95  8.36  0.116
H  5.21  3.13  7.51  0.110
H  3.96  3.79  9.54  0.111
H  1.50  4.04  9.46  0.123
H  4.00  2.77  5.39  0.121
H  -0.20  2.87  2.78  0.115
H  -2.64  3.18  2.67  0.053
H  -3.92  3.69  4.73  0.107
H  -2.74  3.92  6.89  0.123

Properties
E (Ha): -3318.7506
HOMO level (eV): -11.094
Frontier orbital gap (eV): 8.607
Net charge: +1
Molar mass (g/mol): 834.50

[2]
A structure of composition C49H55BF2KN6P2Si, computed with ωB97M-V/def2-TZVPD.

Last column: Löwdin charge in e.
Positions of all 117 atoms, in Å:
K  -0.62  -0.45  -0.14  0.605
N  -3.90  1.67  -2.79  0.136
C  -2.75  1.31  -2.16  -0.143
N  -2.70  0.78  -1.00  0.072
C  -3.86  0.53  -0.29  -0.271
N  -3.85  -0.07  0.86  0.063
N  -2.64  -0.27  1.42  -0.057
C  -2.54  -1.22  2.27  -0.102
C  -1.29  -1.45  2.99  -0.275
C  -1.24  -2.35  4.06  -0.030
C  -0.04  -2.54  4.73  -0.075
C  1.08  -1.85  4.30  -0.061
C  0.94  -0.99  3.22  -0.140
N  -0.20  -0.79  2.58  0.088
C  -5.14  0.89  -0.89  -0.078
C  -6.37  0.69  -0.27  -0.016
C  -7.55  1.04  -0.90  -0.088
C  -7.52  1.61  -2.17  -0.086
C  -6.32  1.82  -2.81  -0.023
C  -5.13  1.47  -2.17  -0.174
H  -3.87  2.04  -3.72  0.155
H  -1.83  1.49  -2.71  0.131
H  -3.38  -1.89  2.48  0.120
H  -2.13  -2.87  4.37  0.105
H  0.02  -3.22  5.57  0.102
H  2.04  -1.98  4.79  0.102
H  1.80  -0.45  2.83  0.112
H  -6.37  0.24  0.72  0.109
H  -8.50  0.87  -0.40  0.099
H  -8.45  1.88  -2.66  0.101
H  -6.29  2.26  -3.80  0.111
F  1.11  0.19  -4.25  0.089
B  0.41  -0.91  -3.77  -0.908
F  -0.86  -0.52  -3.28  0.082
C  2.98  4.33  0.15  -0.185
Si  1.21  3.58  0.13  0.625
C  0.48  3.89  1.89  -0.618
C  1.14  2.86  2.81  -0.113
C  0.79  5.30  2.40  -0.111
C  -1.04  3.66  1.96  -0.104
C  0.33  4.34  -1.41  -0.618
C  -1.20  4.28  -1.28  -0.113
C  0.76  3.50  -2.61  -0.107
C  0.74  5.80  -1.66  -0.113
H  3.02  5.42  0.23  0.013
H  3.51  4.05  -0.76  0.019
H  3.55  3.91  0.99  0.014
H  2.23  2.92  2.76  0.072
H  0.83  1.85  2.53  0.043
H  0.84  3.04  3.85  0.080
H  1.87  5.46  2.49  0.067
H  0.35  5.44  3.40  0.074
H  0.38  6.07  1.74  0.068
H  -1.31  2.70  1.53  0.062
H  -1.58  4.45  1.43  0.057
H  -1.37  3.68  3.01  0.077
H  -1.52  3.30  -0.95  0.046
H  -1.67  4.50  -2.25  0.076
H  -1.56  5.03  -0.57  0.065
H  0.46  2.45  -2.49  0.053
H  1.84  3.51  -2.74  0.079
H  0.30  3.88  -3.54  0.082
H  0.58  6.43  -0.78  0.067
H  0.14  6.22  -2.48  0.075
H  1.79  5.87  -1.94  0.069
N  1.77  0.74  -0.05  -0.124
C  0.98  1.73  -0.07  -0.392
H  2.80  0.87  0.04  0.020
C  1.31  -4.87  -0.08  -0.511
P  1.07  -2.99  -0.20  1.021
C  2.79  -2.47  0.14  -0.405
C  3.64  -1.72  -0.67  -0.101
C  4.93  -1.43  -0.26  -0.090
C  5.39  -1.85  0.98  -0.103
C  4.54  -2.55  1.82  -0.101
C  3.25  -2.84  1.41  -0.167
C  0.56  -2.85  -1.95  -0.398
C  1.19  -2.08  -3.03  -0.084
C  0.53  -2.31  -4.49  -0.085
C  -0.57  -3.25  -4.54  -0.098
C  -1.23  -3.66  -3.44  -0.121
C  -0.67  -3.41  -2.13  -0.176
P  2.96  -5.60  -0.55  1.045
C  3.00  -5.54  -2.38  -0.390
C  4.11  -4.98  -3.00  -0.111
C  4.25  -5.02  -4.38  -0.092
C  3.28  -5.63  -5.15  -0.094
C  2.16  -6.20  -4.55  -0.081
C  2.02  -6.15  -3.17  -0.087
C  2.57  -7.40  -0.41  -0.391
C  1.48  -7.93  0.27  -0.101
C  1.30  -9.30  0.37  -0.099
C  2.22  -10.17  -0.21  -0.110
C  3.32  -9.65  -0.88  -0.095
C  3.49  -8.28  -0.97  -0.112
H  0.51  -5.33  -0.65  0.031
H  1.18  -5.12  0.97  0.024
H  3.29  -1.34  -1.62  0.090
H  5.58  -0.86  -0.91  0.101
H  6.41  -1.63  1.29  0.093
H  4.88  -2.87  2.80  0.096
H  2.58  -3.37  2.08  0.089
H  2.27  -2.10  -3.06  0.095
H  1.26  -2.41  -5.29  0.114
H  -0.87  -3.61  -5.52  0.098
H  -2.10  -4.29  -3.51  0.083
H  -1.20  -3.82  -1.27  0.086
H  4.87  -4.51  -2.38  0.093
H  5.12  -4.57  -4.85  0.098
H  3.38  -5.67  -6.23  0.097
H  1.40  -6.67  -5.15  0.101
H  1.16  -6.61  -2.70  0.110
H  0.75  -7.27  0.73  0.087
H  0.44  -9.70  0.89  0.097
H  2.08  -11.24  -0.13  0.094
H  4.05  -10.32  -1.33  0.097
H  4.35  -7.88  -1.50  0.103

Properties
Energy above the lowest of the compared OMol25 structures with the same formula, charge and spin (eV): 1.7842
E (Ha): -4025.5543
HOMO level (eV): -2.225
Frontier orbital gap (eV): 3.836
Net charge: -1
Molar mass (g/mol): 905.96

[3]
A cluster of 5 separate species, C49H56BrClF12N2O13S in total, computed with ωB97M-V/def2-TZVPD.

Last column: Löwdin charge in e.
Positions of all 135 atoms, in Å:
C  7.68  0.43  1.72  -0.092
C  8.05  2.04  1.48  -0.502
C  9.34  2.01  0.42  -0.110
C  8.63  2.72  2.86  -0.099
C  6.87  2.88  0.73  -0.139
C  5.67  3.46  1.68  -0.415
C  6.06  4.90  2.44  -0.083
C  5.16  2.40  2.85  -0.089
C  4.29  3.83  0.81  -0.100
C  4.09  3.52  -0.79  -0.012
C  2.67  3.93  -1.57  0.021
C  1.42  4.70  -0.80  -0.164
O  0.15  5.09  -1.44  -0.183
C  -1.01  4.42  -0.78  -0.129
C  -1.88  5.47  0.19  -0.150
O  -2.10  4.76  1.46  -0.267
C  -3.28  5.27  2.19  -0.190
C  -4.16  4.06  2.94  -0.142
C  -4.13  2.75  1.94  -0.093
C  -5.36  2.56  0.87  -0.093
C  -6.65  3.58  0.71  -0.151
C  -7.96  3.18  1.61  -0.520
O  -7.87  2.75  2.90  -0.072
Cl  -9.63  3.34  0.75  0.571
C  -5.29  1.27  -0.14  -0.016
C  -4.02  0.23  -0.06  -0.358
C  -2.77  0.36  1.04  -0.115
C  -2.87  1.68  2.03  -0.442
Br  -1.43  2.06  3.36  0.642
N  -1.73  -0.68  1.00  -0.263
N  -1.11  -1.05  2.13  0.070
C  -1.66  -2.29  2.49  0.083
O  -2.06  -3.40  3.17  0.017
C  -1.05  -0.94  -0.29  -0.112
C  0.59  -0.92  -0.52  0.016
C  1.17  -1.24  -2.02  0.001
C  0.20  -1.62  -3.29  -0.174
O  0.87  -1.91  -4.60  -0.100
C  -1.46  -1.65  -3.11  0.004
C  -2.03  -1.29  -1.61  -0.367
S  -3.91  -1.23  -1.28  0.792
C  1.62  5.03  0.79  0.012
C  3.01  4.61  1.55  -0.021
H  8.69  -0.20  1.84  0.097
H  7.04  0.31  2.69  0.068
H  7.08  0.08  0.76  0.090
H  9.56  3.09  -0.01  0.087
H  10.29  1.69  1.03  0.078
H  9.16  1.22  -0.43  0.090
H  7.97  2.57  3.81  0.074
H  8.93  3.87  2.73  0.092
H  9.67  2.17  3.08  0.089
H  6.42  2.15  -0.11  0.116
H  7.36  3.79  0.16  0.130
H  5.85  4.83  3.60  0.091
H  5.49  5.82  1.95  0.092
H  7.21  5.10  2.20  0.073
H  5.80  2.43  3.83  0.073
H  5.11  1.31  2.35  0.091
H  4.03  2.61  3.19  0.088
H  4.93  3.01  -1.43  0.071
H  2.57  3.66  -2.71  0.073
H  -1.73  3.94  -1.59  0.140
H  -0.53  3.53  -0.16  0.138
H  -2.88  5.73  -0.36  0.129
H  -1.17  6.40  0.34  0.134
H  -2.85  5.94  3.08  0.138
H  -3.96  5.95  1.52  0.120
H  -3.79  3.84  4.02  0.103
H  -5.27  4.49  2.99  0.116
H  -6.24  4.67  0.90  0.120
H  -6.95  3.54  -0.45  0.114
H  -6.13  1.08  -0.96  0.111
H  1.25  -0.65  0.42  0.096
H  2.34  -1.20  -2.21  0.101
H  0.97  -0.98  -5.01  0.100
H  -2.19  -1.91  -4.01  0.110
H  0.74  5.58  1.35  0.095
H  3.14  4.88  2.70  0.097
C  -10.89  9.52  -2.55  -0.065
C  -11.23  8.24  -1.81  -0.208
O  -10.21  7.25  -2.03  0.011
C  -9.07  7.38  -1.28  -0.322
O  -8.89  8.28  -0.47  0.146
C  -8.10  6.24  -1.57  -0.463
F  -7.94  6.01  -2.91  0.147
F  -8.52  5.06  -1.03  0.040
F  -6.85  6.47  -1.08  0.133
H  -10.73  9.32  -3.61  0.085
H  -11.70  10.25  -2.45  0.084
H  -9.97  9.98  -2.17  0.077
H  -12.17  7.83  -2.20  0.127
H  -11.38  8.42  -0.74  0.128
C  4.91  0.64  -7.74  -0.063
C  4.98  1.76  -6.72  -0.208
O  3.77  2.54  -6.74  0.015
C  2.70  2.00  -6.08  -0.320
O  2.72  0.92  -5.50  0.133
C  1.50  2.95  -6.14  -0.471
F  1.28  3.44  -7.39  0.143
F  1.66  4.03  -5.32  0.141
F  0.33  2.36  -5.75  0.140
H  4.69  1.05  -8.74  0.086
H  5.86  0.10  -7.78  0.084
H  4.11  -0.07  -7.51  0.076
H  5.80  2.44  -6.97  0.127
H  5.18  1.38  -5.71  0.126
C  -1.58  -7.20  4.37  -0.061
C  -1.58  -6.80  2.90  -0.206
O  -0.41  -7.29  2.24  0.014
C  -0.42  -8.61  1.88  -0.324
O  -1.36  -9.37  2.11  0.136
C  0.87  -8.99  1.15  -0.469
F  1.99  -8.52  1.78  0.142
F  0.90  -8.48  -0.11  0.145
F  1.04  -10.33  1.02  0.135
H  -0.66  -6.86  4.85  0.085
H  -2.44  -6.76  4.89  0.084
H  -1.62  -8.28  4.49  0.075
H  -1.57  -5.71  2.82  0.095
H  -2.49  -7.15  2.39  0.130
C  -0.53  -13.41  1.18  -0.064
C  -0.86  -14.70  1.92  -0.208
O  0.15  -15.69  1.70  0.009
C  1.29  -15.56  2.45  -0.325
O  1.48  -14.65  3.26  0.144
C  2.27  -16.70  2.15  -0.472
F  2.42  -16.93  0.82  0.139
F  1.85  -17.88  2.70  0.142
F  3.52  -16.47  2.65  0.140
H  -0.36  -13.61  0.11  0.087
H  -1.33  -12.68  1.28  0.083
H  0.39  -12.96  1.56  0.068
H  -1.80  -15.11  1.53  0.125
H  -1.01  -14.52  2.99  0.127

Properties
E (Ha): -7617.9317
HOMO level (eV): -7.870
SMILES: CC(C)(C)CC(C)(C)c1ccc(OCCOCCc2c(CC(=O)Cl)cc3c(c2Br)N(N=C=O)c2ccc(O)cc2S3)cc1.CCOC(=O)C(F)(F)F.CCOC(=O)C(F)(F)F.CCOC(=O)C(F)(F)F.CCOC(=O)C(F)(F)F
Frontier orbital gap (eV): 6.928
Net charge: 0
Molar mass (g/mol): 1256.39

[4]
A structure of composition C49H56BrN5OPPd, computed with ωB97M-V/def2-TZVPD.

Last column: Löwdin charge in e.
Positions of all 114 atoms, in Å:
Pd  -0.18  -0.63  -0.39  1.010
Br  5.08  10.79  0.12  0.750
C  4.71  9.10  -0.65  -0.678
C  5.76  8.32  -1.14  -0.124
C  5.49  7.09  -1.70  -0.005
C  4.17  6.60  -1.74  -0.282
C  3.12  7.42  -1.25  -0.008
C  3.39  8.65  -0.73  -0.129
N  3.95  5.38  -2.22  0.067
N  2.84  4.77  -2.28  0.066
C  2.62  3.51  -1.99  -0.231
C  3.63  2.64  -1.52  0.018
C  3.36  1.34  -1.17  0.011
C  2.05  0.84  -1.17  -0.345
O  1.78  -0.38  -0.80  -0.202
C  1.00  1.70  -1.62  -0.159
N  -0.26  1.21  -1.57  0.044
C  -1.24  1.92  -2.11  -0.112
C  -1.04  3.19  -2.65  -0.012
C  0.22  3.75  -2.61  0.032
C  1.28  3.00  -2.10  -0.078
H  6.77  8.68  -1.07  0.103
H  6.29  6.47  -2.07  0.114
H  2.11  7.04  -1.33  0.104
H  2.59  9.28  -0.37  0.101
H  4.63  3.03  -1.46  0.114
H  4.16  0.68  -0.87  0.108
H  -2.22  1.48  -2.12  0.092
H  -1.88  3.71  -3.07  0.114
H  0.40  4.75  -2.98  0.120
C  -4.31  -2.46  -1.92  -0.043
C  -3.84  -1.09  -2.42  -0.343
C  -2.47  -1.15  -3.11  -0.047
C  -3.91  0.01  -1.37  -0.148
C  -4.84  1.02  -1.62  -0.028
C  -4.92  2.16  -0.84  -0.037
C  -4.01  2.33  0.18  -0.025
C  -3.08  1.35  0.48  -0.134
C  -2.11  1.66  1.60  -0.377
C  -1.15  2.80  1.23  -0.033
C  -2.86  2.04  2.88  -0.054
C  -3.05  0.15  -0.26  -0.177
N  -2.09  -0.83  0.02  -0.029
C  -2.34  -2.06  0.48  -0.110
C  -1.34  -3.01  0.42  -0.127
N  -0.10  -2.69  -0.01  -0.008
C  0.75  -3.70  -0.45  -0.141
C  0.21  -4.67  -1.35  -0.130
C  0.90  -5.86  -1.54  -0.024
C  2.11  -6.10  -0.92  -0.026
C  2.70  -5.09  -0.19  -0.021
C  2.08  -3.87  0.02  -0.127
C  2.92  -2.78  0.65  -0.382
C  3.95  -2.34  -0.40  -0.051
C  3.67  -3.24  1.91  -0.062
C  -1.00  -4.39  -2.21  -0.385
C  -0.53  -4.29  -3.67  -0.044
C  -2.11  -5.43  -2.08  -0.049
H  -4.51  -3.09  -2.78  0.087
H  -5.23  -2.36  -1.35  0.093
H  -3.56  -2.95  -1.31  0.036
H  -4.55  -0.80  -3.19  0.131
H  -1.63  -1.18  -2.40  0.043
H  -2.34  -0.27  -3.74  0.085
H  -2.42  -2.03  -3.74  0.072
H  -5.51  0.91  -2.46  0.120
H  -5.66  2.92  -1.05  0.116
H  -4.03  3.24  0.75  0.119
H  -1.50  0.77  1.80  0.042
H  -1.69  3.62  0.76  0.086
H  -0.37  2.46  0.55  0.057
H  -0.67  3.18  2.13  0.088
H  -3.29  3.03  2.80  0.082
H  -2.18  2.03  3.73  0.083
H  -3.66  1.32  3.07  0.080
H  -3.32  -2.30  0.87  0.151
H  -1.53  -4.03  0.72  0.150
H  0.47  -6.60  -2.19  0.117
H  2.61  -7.04  -1.07  0.116
H  3.68  -5.26  0.23  0.121
H  2.27  -1.93  0.88  0.071
H  4.55  -3.20  -0.70  0.085
H  4.60  -1.58  0.02  0.084
H  3.46  -1.93  -1.28  0.073
H  4.62  -3.70  1.64  0.080
H  3.11  -3.95  2.51  0.077
H  3.91  -2.38  2.53  0.078
H  -1.41  -3.41  -1.94  0.081
H  -0.14  -5.25  -4.01  0.083
H  0.26  -3.55  -3.77  0.093
H  -1.36  -4.02  -4.31  0.074
H  -1.76  -6.42  -2.38  0.081
H  -2.94  -5.16  -2.74  0.076
H  -2.48  -5.48  -1.06  0.076
C  1.57  0.03  2.64  -0.243
P  0.05  -1.00  2.39  0.938
C  0.49  -2.71  2.96  -0.221
C  -0.91  -0.63  3.91  -0.393
C  -0.25  -0.23  5.07  -0.093
C  -0.96  -0.11  6.26  -0.067
C  -2.31  -0.38  6.29  -0.071
C  -2.97  -0.76  5.14  -0.079
C  -2.27  -0.89  3.95  -0.128
H  2.29  -0.47  3.29  0.043
H  1.26  0.98  3.08  0.047
H  2.03  0.22  1.67  0.016
H  1.05  -2.62  3.90  0.060
H  1.06  -3.26  2.23  0.002
H  -0.44  -3.23  3.15  0.052
H  0.81  -0.03  5.08  0.097
H  -0.43  0.18  7.16  0.110
H  -2.85  -0.31  7.23  0.108
H  -4.03  -0.95  5.16  0.109
H  -2.78  -1.20  3.06  0.089

Properties
Energy above the lowest of the compared OMol25 structures with the same formula, charge and spin (eV): 2.4965
E (Ha): -5292.7705
HOMO level (spin up / spin down) (eV): -9.007 / -8.853
Frontier orbital gap (spin up / spin down) (eV): 4.018 / 3.847
Net charge: +1
Molar mass (g/mol): 948.32